# C48H54AuN7OPS3

C48H54AuN7OPS3 as an isolated structure (ωB97M-V with the def2-TZVPD basis set, the Open Molecules 2025 dataset).

Last column: Mulliken charge in e.
CARTESIAN COORDINATES (ANGSTROEM)
Au1 -1.53341 1.34494 -1.59175  0.5803
N1 -1.94067 2.23226 0.19005  -0.7435
S1 -1.99897 1.85801 1.59467  1.9364
N2 -0.61400 1.64171 2.47928  0.1906
S2 0.12549 0.42612 3.06474  0.7018
N3 0.62044 -0.78609 2.25511  0.2133
S3 0.97773 -0.62455 0.62320  0.3216
N4 -0.14800 -0.51907 -0.27416  0.1149
C1 2.19510 0.70691 0.64739  1.9242
C2 3.48726 0.51468 1.11905  -1.0491
C3 4.35828 1.59190 1.15829  -1.0480
C4 3.93671 2.84475 0.72983  -0.8693
C5 2.64255 3.02539 0.26375  -1.0189
C6 1.76199 1.95337 0.22224  -0.0161
C7 2.02253 -2.05986 0.42900  -0.1979
C8 2.42560 -2.88835 1.46263  -0.1125
C9 3.19418 -4.00673 1.16667  -0.7726
C10 3.55300 -4.27917 -0.14482  -0.8927
C11 3.13545 -3.44363 -1.17365  -0.7020
C12 2.35896 -2.33166 -0.89247  -0.0481
C13 -0.77284 -0.32776 4.39892  0.9259
C14 -1.12231 0.47760 5.47594  -0.5720
C15 -1.84918 -0.07546 6.51435  -0.7866
C16 -2.21924 -1.41492 6.46453  -0.6277
C17 -1.86307 -2.20292 5.38178  -0.7465
C18 -1.12904 -1.66291 4.33437  -0.4649
C19 1.51293 1.19609 3.87156  0.7147
C20 1.73203 2.55928 3.79542  0.0338
C21 2.85698 3.08478 4.41780  -0.9637
C22 3.72853 2.25384 5.10298  -0.6510
C23 3.49214 0.88494 5.16910  -0.6960
C24 2.38110 0.34601 4.54648  -1.2691
C25 -3.01140 0.45602 2.06327  -0.1068
C26 -2.98914 -0.64754 1.22358  0.7875
C27 -3.73899 -1.76343 1.56869  -0.5510
C28 -4.50129 -1.76370 2.72730  -0.7322
C29 -4.51939 -0.64760 3.55310  -0.8472
C30 -3.77111 0.47180 3.22671  -0.1911
C31 -2.70954 3.20487 2.51977  -0.1433
C32 -2.19720 3.67756 3.71655  0.2988
C33 -2.83149 4.73640 4.35097  -1.0506
C34 -3.96759 5.30294 3.79269  -0.5099
C35 -4.46783 4.82522 2.58866  -0.7790
C36 -3.83644 3.77637 1.94139  -0.4160
H1 3.81500 -0.46339 1.44684  0.5754
H2 5.36897 1.45200 1.51850  0.5056
H3 4.62263 3.68146 0.75792  0.4804
H4 2.31361 4.00043 -0.07182  0.5194
H5 0.74750 2.07690 -0.13704  0.0886
H6 2.13838 -2.66232 2.47983  0.3045
H7 3.51174 -4.66644 1.96302  0.4617
H8 4.15609 -5.14891 -0.36819  0.4069
H9 3.40806 -3.66718 -2.19711  0.4892
H10 1.98793 -1.69163 -1.68559  0.3547
H11 -0.81807 1.51544 5.50988  0.2545
H12 -2.12391 0.53445 7.36397  0.4710
H13 -2.78686 -1.84455 7.27898  0.4289
H14 -2.15614 -3.24342 5.34692  0.4691
H15 -0.84653 -2.25336 3.47468  0.5275
H16 1.04940 3.18597 3.23981  0.5153
H17 3.05100 4.14728 4.35971  0.4885
H18 4.59967 2.67170 5.58921  0.4370
H19 4.17657 0.23933 5.70206  0.4684
H20 2.18903 -0.71888 4.57841  0.2706
H21 -2.38122 -0.63432 0.32933  -0.3607
H22 -3.72991 -2.63127 0.92227  0.5156
H23 -5.09096 -2.63374 2.98627  0.4264
H24 -5.12273 -0.64366 4.45121  0.4515
H25 -3.79304 1.34397 3.86655  0.4171
H26 -1.30358 3.23904 4.13415  0.1535
H27 -2.43254 5.12198 5.27949  0.4662
H28 -4.46160 6.12478 4.29329  0.4157
H29 -5.34597 5.27626 2.14773  0.4215
H30 -4.19596 3.40800 0.99037  0.4832
O1 -1.22820 0.39328 -3.41335  -1.2787
P1 -0.27345 -0.52319 -4.11834  -0.3891
N5 -0.53184 -2.05779 -3.61087  1.0722
C37 -1.61981 -2.41873 -2.67790  -0.1912
C38 -1.51883 -3.94059 -2.59530  -0.7652
C39 -0.95886 -4.34092 -3.95859  -0.8474
C40 0.06954 -3.24681 -4.22289  -0.4164
N6 -0.44536 -0.57911 -5.75867  0.1731
C41 -1.70644 -1.14900 -6.27995  -0.3829
C42 -1.76902 -0.63457 -7.71032  -0.7399
C43 -1.15484 0.76279 -7.62137  -0.6946
C44 -0.10542 0.65717 -6.50858  -0.2471
N7 1.26910 -0.02023 -3.89201  0.5659
C45 1.62327 1.14162 -3.05862  0.1474
C46 3.15015 1.18776 -3.13203  -0.6144
C47 3.46818 0.53527 -4.47787  -0.9355
C48 2.44541 -0.59366 -4.55128  -0.2816
H31 -2.58772 -2.10549 -3.08049  0.3322
H32 -1.47160 -1.93323 -1.71563  -0.2783
H33 -2.48119 -4.40136 -2.37708  0.4848
H34 -0.81850 -4.22623 -1.80655  0.2499
H35 -1.74640 -4.30529 -4.71485  0.2458
H36 -0.51871 -5.33698 -3.97123  0.4172
H37 0.26925 -3.08263 -5.28338  0.4541
H38 1.01930 -3.49517 -3.73426  0.0919
H39 -2.56832 -0.79999 -5.70093  0.3214
H40 -1.67428 -2.23784 -6.22780  0.0031
H41 -2.78959 -0.62130 -8.08902  0.3826
H42 -1.17439 -1.27332 -8.36523  0.3293
H43 -1.91262 1.50236 -7.36260  0.3083
H44 -0.70245 1.06825 -8.56330  0.3610
H45 -0.13302 1.53167 -5.85513  0.2070
H46 0.90588 0.57250 -6.91260  0.2142
H47 1.26025 1.00669 -2.04048  -0.5940
H48 1.17264 2.05594 -3.45539  0.4587
H49 3.58351 0.60153 -2.31700  0.0259
H50 3.52940 2.20502 -3.04942  0.5193
H51 4.49248 0.17214 -4.54823  0.4172
H52 3.29832 1.24357 -5.29146  0.3086
H53 2.81133 -1.47349 -4.00604  -0.0460
H54 2.20951 -0.90499 -5.56958  0.5358

The LUMO energy comes out at -2.02 eV. The HOMO energy is -9.9 eV. As for the total charge: +1. The HOMO-LUMO gap is 7.844 eV.

# C23H39N4NiP2SSi

C23H39N4NiP2SSi as an isolated structure (ωB97M-V with the def2-TZVPD basis set, the Open Molecules 2025 dataset).

Last column: Mulliken charge in e.
CARTESIAN COORDINATES (ANGSTROEM)
Ni1 1.18513 -0.00233 -0.46301  -0.4606
C1 1.41559 -2.47402 -3.09686  -1.3150
P1 0.27857 -1.54074 -1.99945  1.1429
C2 -1.02163 -1.15420 -3.20835  -1.3844
C3 -0.34460 -2.83996 -0.87951  0.0383
C4 -1.49022 -3.59011 -1.12790  -0.5860
C5 -1.92629 -4.53581 -0.20905  -0.8211
C6 -1.22266 -4.73171 0.96904  -0.8407
C7 -0.07896 -3.98873 1.22875  -0.3502
C8 0.37608 -3.04478 0.31366  0.1821
P2 1.82766 -1.97500 0.63146  1.3881
C9 3.27257 -2.88034 -0.04740  -1.4437
C10 2.14716 -2.10270 2.41505  -1.6805
H1 0.82283 -3.08083 -3.78220  0.4474
H2 2.06467 -3.13488 -2.52801  0.3992
H3 2.02798 -1.77811 -3.67442  0.3772
H4 -1.46844 -2.06576 -3.60438  0.5536
H5 -0.53170 -0.62487 -4.02712  0.4099
H6 -1.79138 -0.51610 -2.79059  0.2246
H7 -2.05768 -3.43810 -2.03837  0.2893
H8 -2.82143 -5.11097 -0.41073  0.4144
H9 -1.56879 -5.45646 1.69466  0.4213
H10 0.44913 -4.14610 2.16108  0.3349
H11 3.13347 -3.95745 0.03107  0.3692
H12 4.14462 -2.59050 0.54113  0.4901
H13 3.46742 -2.60869 -1.08182  0.4133
H14 2.33332 -3.13654 2.70454  0.5880
H15 1.31198 -1.69121 2.98519  0.3614
H16 3.03566 -1.51055 2.64039  0.4174
C11 4.08594 1.57100 1.52423  -1.5576
C12 2.71953 1.38121 2.12709  0.3088
C13 2.49919 1.50849 3.48729  -0.6847
C14 1.21019 1.30053 3.97611  -0.7220
C15 0.17554 0.98912 3.11652  -1.0122
C16 0.44931 0.92027 1.73677  1.2020
N1 1.71538 1.10473 1.28657  0.3618
N2 -0.42059 0.63755 0.72646  0.6703
Si1 -2.11195 0.35624 1.03142  0.0533
C17 -2.45167 -1.22450 1.96840  -0.8019
C18 -3.02238 0.22817 -0.60070  -1.1368
C19 -2.79666 1.85122 1.95566  -1.3546
H17 4.36874 2.62489 1.56714  0.3976
H18 4.08941 1.26248 0.47896  0.2225
H19 4.84281 1.00665 2.07192  0.3946
H20 3.31590 1.76495 4.15016  0.4506
H21 1.02135 1.37000 5.04138  0.4517
H22 -0.82477 0.80096 3.48788  0.3515
H23 -2.25652 -2.08934 1.32617  -0.0141
H24 -3.50612 -1.25744 2.26537  0.4578
H25 -1.84463 -1.33282 2.87246  0.2912
H26 -3.06545 -0.81111 -0.94438  0.3261
H27 -2.56852 0.84198 -1.38368  0.1364
H28 -4.05395 0.57047 -0.46638  0.5281
H29 -3.36849 1.54255 2.83818  0.3746
H30 -3.47433 2.42636 1.31693  0.4495
H31 -1.99762 2.51708 2.29403  0.3496
S1 1.67834 1.59282 -2.22003  -0.5671
C20 0.37606 2.71267 -2.22428  0.5726
N3 0.24795 3.54322 -3.26214  -0.2057
C21 -0.81222 4.54563 -3.35489  -0.6557
C22 -1.16373 5.02228 -1.95818  -0.8534
C23 -1.52367 3.82313 -1.10148  -0.3486
N4 -0.49048 2.79237 -1.22324  0.4908
H32 0.95565 3.48582 -3.97273  0.2582
H33 -1.69078 4.11503 -3.83962  0.2715
H34 -0.45680 5.36663 -3.97133  0.4198
H35 -1.99881 5.71909 -1.99453  0.3848
H36 -0.30385 5.53796 -1.52637  0.3397
H37 -2.49613 3.41874 -1.39383  0.2713
H38 -1.58770 4.10793 -0.05258  0.3331
H39 -0.43352 2.06255 -0.50357  -0.5855

The LUMO energy (alpha / beta) comes out at -1.90 / -2.96 eV. The HOMO energy (alpha / beta) is -10.2 / -10.3 eV. As for the spin multiplicity: 3. As for the total charge: +1. The HOMO-LUMO gap (alpha / beta) is 8.278 / 7.331 eV.

These records have DFT total energy values of -3991.2738; -3997.5059 Eh, in the order they appear.
These records have relative energy (zero: lowest compared OMol25 entry of this formula, charge and spin) values of 0.0; 11.5 kJ/mol, in the order they appear.
These records have molecular weight values of 1069.1; 552.4 g/mol, in the order they appear.